Formula: C4H8N2O
Source: OMol25
Level of theory: the ωB97M-V functional and the def2-TZVPD basis

```
15
Properties=species:S:1:pos:R:3:nbo_charge:R:1
C 0.7007 1.1979 -0.6847 -0.63
C 0.5015 -0.0822 0.1376 0.15
O 0.3248 0.1806 1.5266 -0.70
C 1.6961 -0.9685 -0.0017 0.25
N 2.6204 -1.6613 0.0768 -0.31
C -0.7713 -0.8454 -0.2819 -0.22
N -1.8842 -0.0770 0.2487 -0.84
H 1.5618 1.7902 -0.3475 0.22
H -0.1878 1.8335 -0.6538 0.24
H 0.8771 0.9208 -1.7259 0.23
H 0.6954 1.0411 1.7286 0.48
H -0.7196 -1.9002 0.0579 0.19
H -0.8348 -0.8321 -1.3748 0.20
H -1.8211 -0.0678 1.2585 0.37
H -2.7592 -0.5297 0.0357 0.36
```

The value obtained for the energy above the lowest of the compared OMol25 structures with the same formula, charge and spin is 36.1 kcal per mole. The value obtained for the gap between HOMO and LUMO is 10.61 eV. As for the SMILES: C[C@](O)(C#N)CN. Its molar mass is 100.12 g mol⁻¹.